1.
C24H45FMoP2 as an isolated structure in a non-equilibrium geometry. Source: the Open Molecules 2025 dataset; level of theory: the ωB97M-V functional and the def2-TZVPD basis.

Geometry as ORCA input:
```
! RIJCOSX wB97M-V def2-TZVPD def2/J DEFGRID3
* xyz 2 3
Mo -0.34 -0.68 -1.05
C 1.11 -2.09 0.10
C 0.00 -2.28 1.01
C -0.76 -2.81 -1.11
C 0.67 -2.53 -1.21
C -1.19 -2.45 0.20
C 2.49 -1.56 0.41
H 2.53 -1.02 1.39
H 2.85 -0.87 -0.38
H 3.24 -2.36 0.48
C 1.35 -2.50 -2.53
H 2.45 -2.69 -2.50
H 1.18 -1.48 -2.95
H 0.85 -3.19 -3.22
C -1.61 -2.79 -2.35
H -1.05 -3.31 -3.16
H -1.79 -1.73 -2.68
H -2.57 -3.29 -2.19
C -2.61 -2.45 0.65
H -2.78 -3.16 1.48
H -3.32 -2.71 -0.16
H -2.92 -1.44 1.03
C 0.07 -2.78 2.39
H 0.30 -3.85 2.42
H -0.87 -2.69 2.94
H 0.83 -2.29 3.00
C 1.42 2.26 1.85
C 2.05 1.49 2.78
C 1.69 1.36 4.13
C 0.25 1.53 4.57
C -0.75 0.77 3.72
C -1.51 1.31 2.76
C -1.17 2.47 1.85
C 0.23 3.11 2.06
H 2.45 1.45 4.91
H -0.05 2.59 4.70
H 2.07 -0.30 4.29
H 0.26 3.58 3.06
H 1.84 2.28 0.84
H 2.89 0.88 2.43
H 0.31 3.93 1.30
H -1.25 2.16 0.80
H -2.50 0.86 2.57
H -1.96 3.23 2.00
H 0.15 1.13 5.61
H -1.01 -0.24 4.13
P 2.81 0.83 -1.84
C 3.87 -0.21 -2.93
H 4.68 0.36 -3.37
H 3.29 -0.65 -3.73
H 4.32 -1.03 -2.37
C 2.50 2.16 -3.06
H 3.44 2.58 -3.44
H 1.92 2.96 -2.58
H 1.92 1.77 -3.90
C 4.28 1.66 -1.06
H 4.92 2.12 -1.83
H 4.89 0.95 -0.50
H 3.97 2.46 -0.37
P -3.12 0.50 -1.52
C -4.75 -0.33 -1.13
H -5.60 0.16 -1.63
H -4.94 -0.29 -0.05
H -4.75 -1.39 -1.43
C -3.89 2.20 -1.32
H -4.85 2.27 -1.88
H -3.22 2.98 -1.71
H -4.11 2.41 -0.26
C -3.34 0.48 -3.36
H -4.29 0.93 -3.68
H -3.30 -0.55 -3.73
H -2.52 1.04 -3.80
F 2.36 -1.22 4.08
*
```

Summary:
Expectation value of S²: 2.0584
Gap between HOMO and LUMO (alpha / beta), eV: 3.33 / 3.49
E_LUMO (alpha / beta), eV: -9.29 / -8.84
E_HOMO (alpha / beta), eV: -12.6 / -12.3



2.
C24H45IP2V as an isolated structure in a non-equilibrium geometry. Source: the Open Molecules 2025 dataset; level of theory: the ωB97M-V functional and the def2-TZVPD basis.

Geometry as ORCA input:
```
! RIJCOSX wB97M-V def2-TZVPD def2/J DEFGRID3
* xyz 1 3
V 1.07 0.69 0.82
C 2.50 1.72 1.94
C 3.05 0.48 1.50
C 2.44 1.68 -0.37
C 2.18 2.48 0.77
C 2.98 0.43 0.08
C 2.09 1.98 3.32
H 1.37 1.21 3.64
H 1.63 2.97 3.40
H 2.94 1.92 4.02
C 1.41 3.75 0.70
H 1.69 4.49 1.46
H 0.34 3.52 0.88
H 1.46 4.22 -0.28
C 1.95 2.04 -1.71
H 2.03 3.12 -1.92
H 0.87 1.80 -1.79
H 2.49 1.49 -2.50
C 3.21 -0.81 -0.70
H 4.13 -1.31 -0.37
H 3.23 -0.60 -1.77
H 2.39 -1.52 -0.49
C 3.57 -0.59 2.40
H 4.17 -0.16 3.22
H 4.14 -1.33 1.82
H 2.74 -1.13 2.89
C -2.95 -2.46 1.00
C -2.26 -2.93 2.05
C -1.90 -4.35 2.30
C -1.52 -5.38 1.14
C -0.61 -4.83 0.10
C -0.89 -3.73 -0.65
C -2.25 -3.42 -1.20
C -3.38 -3.30 -0.16
H -2.74 -4.83 2.83
H -2.44 -5.73 0.66
H -1.04 -4.38 2.98
H -3.69 -4.29 0.18
H -3.21 -1.40 0.88
H -2.05 -2.27 2.89
H -4.24 -2.83 -0.65
H -2.19 -2.46 -1.73
H -0.09 -3.14 -1.10
H -2.55 -4.14 -1.98
H -1.02 -6.25 1.63
H 0.30 -5.40 -0.03
P -1.56 2.50 1.92
C -1.28 4.20 2.65
H -2.21 4.66 3.00
H -0.83 4.87 1.91
H -0.59 4.11 3.50
C -2.83 3.12 0.69
H -3.64 3.68 1.19
H -3.25 2.26 0.17
H -2.34 3.78 -0.04
C -2.78 1.97 3.22
H -3.54 2.75 3.43
H -2.23 1.76 4.15
H -3.29 1.06 2.89
P 0.71 0.37 -3.82
C 2.08 -0.20 -4.93
H 1.76 -0.14 -5.98
H 2.32 -1.24 -4.67
H 2.97 0.43 -4.78
C -0.68 -0.45 -4.70
H -0.59 -0.29 -5.79
H -1.62 -0.01 -4.34
H -0.65 -1.52 -4.47
C 0.54 2.05 -4.59
H 0.39 1.95 -5.67
H 1.45 2.64 -4.39
H -0.32 2.55 -4.13
I 0.66 -1.91 1.47
*
```

Summary:
Expectation value of S²: 2.0727
Gap between HOMO and LUMO (alpha / beta), eV: 5.61 / 6.72
E_LUMO (alpha / beta), eV: -4.53 / -3.45
E_HOMO (alpha / beta), eV: -10.1 / -10.2



In the order shown, the computed molar mass values come out to 510.51, 573.42 Da.
In the order shown, the computed energy above the lowest of the compared OMol25 structures with the same formula, charge and spin values come out to 54.2, 21.4 kcal/mol.